{
  "formula": "C48H69AsN7O4OsPSTe",
  "method": "ωB97M-V/def2-TZVPD",
  "total_charge": 3,
  "lumo_ev": [-6.274, -8.497],
  "spin_multiplicity": 6,
  "relative_energy_kcal_mol": 39.6,
  "e_homo_ha": [-0.51475, -0.52588],
  "fmax_ev_per_a": 1.87,
  "species": ["Os", "C", "C", "N", "C", "C", "C", "S", "N", "C", "O", "C", "C", "C", "C", "C", "C", "H", "H", "H", "H", "H", "H", "H", "H", "H", "H", "H", "H", "H", "H", "H", "C", "As", "C", "C", "H", "H", "H", "H", "H", "H", "H", "H", "H", "C", "N", "C", "N", "C", "N", "C", "P", "C", "C", "H", "H", "H", "H", "H", "H", "H", "H", "H", "H", "H", "H", "H", "N", "C", "C", "O", "O", "H", "H", "H", "H", "H", "C", "C", "C", "C", "C", "C", "Te", "N", "C", "O", "C", "C", "C", "C", "C", "C", "C", "C", "C", "C", "C", "C", "C", "C", "C", "C", "C", "C", "H", "H", "H", "H", "H", "H", "H", "H", "H", "H", "H", "H", "H", "H", "H", "H", "H", "H", "H", "H", "H", "H", "H", "H", "H", "H", "H"],
  "coordinates": [[1.6920, 0.8290, -0.4311], [-2.9773, 2.1464, 4.0097], [-1.5393, 2.4097, 4.4347], [-0.7290, 2.9145, 3.3394], [-0.5082, 4.3449, 3.2657], [0.6789, 4.7916, 4.1155], [-0.2200, 2.0608, 2.4642], [0.9443, 2.6576, 1.3162], [-0.4580, 0.7670, 2.6297], [-0.5082, -0.1448, 1.6800], [-0.6048, 0.1265, 0.4441], [-0.4222, -1.5558, 2.1136], [-0.8870, -1.9795, 3.3560], [-0.7808, -3.3125, 3.7130], [-0.2056, -4.2287, 2.8440], [0.2732, -3.8067, 1.6117], [0.1720, -2.4747, 1.2498], [-3.5666, 1.8930, 4.8853], [-3.0192, 1.3244, 3.2981], [-3.3989, 3.0400, 3.5580], [-1.0839, 1.4807, 4.7850], [-1.5087, 3.1485, 5.2354], [-1.4209, 4.8370, 3.6083], [-0.3293, 4.6111, 2.2208], [0.5418, 4.5131, 5.1582], [0.7673, 5.8721, 4.0603], [1.6031, 4.3529, 3.7436], [-1.3435, -1.2635, 4.0224], [-1.1525, -3.6471, 4.6696], [-0.1256, -5.2694, 3.1258], [0.7214, -4.5225, 0.9382], [0.5669, -2.1149, 0.3032], [2.1235, 4.8272, -2.3260], [1.5329, 2.9569, -2.1413], [1.5625, 2.3449, -4.0032], [-0.3849, 3.3191, -1.9462], [1.3696, 5.3657, -2.9031], [3.0804, 4.8780, -2.8384], [2.2178, 5.2871, -1.3426], [0.9014, 1.4822, -4.0959], [2.5623, 2.0501, -4.3184], [1.2002, 3.1399, -4.6540], [-0.8574, 3.2801, -2.9270], [-0.5529, 4.3042, -1.5127], [-0.8182, 2.5640, -1.2846], [4.8501, 0.3315, 4.2195], [3.5087, -0.3791, 4.3493], [3.7568, -1.8761, 4.1795], [4.4110, -2.1341, 2.9557], [5.6844, -1.4388, 2.8895], [5.4771, -0.0045, 2.9994], [4.8347, 0.5498, 1.8333], [3.1145, -0.1383, 1.5454], [2.5505, 0.1114, 3.3345], [3.5942, -1.9386, 1.7783], [5.4826, 0.0168, 5.0535], [4.6728, 1.4091, 4.2868], [3.1242, -0.2078, 5.2829], [2.7891, -2.3855, 4.2232], [4.3914, -2.2029, 5.0107], [6.1827, -1.6699, 1.9470], [6.3254, -1.7703, 3.7098], [5.4438, 0.3222, 0.9578], [4.7667, 1.6388, 1.9244], [1.5911, -0.3977, 3.4670], [2.3798, 1.1825, 3.4865], [4.1617, -2.2648, 0.9025], [2.6978, -2.5629, 1.8473], [6.6876, 2.4121, -2.8970], [6.2955, 1.2866, -2.0379], [4.7858, 1.5813, -1.6896], [4.3579, 2.5968, -2.2642], [4.1983, 0.8171, -0.9171], [7.4008, 3.0182, -2.4884], [5.6829, 2.9132, -2.9151], [6.9797, 2.1421, -3.8373], [6.8887, 1.2163, -1.1277], [6.3336, 0.3363, -2.5654], [-7.5919, 0.5480, -5.0969], [-6.2535, 0.3980, -4.4621], [-5.5967, -0.8207, -4.4005], [-4.3823, -0.9733, -3.7428], [-3.7240, -2.3101, -3.7998], [-3.8036, 0.1307, -3.1044], [-2.0965, 0.0268, -1.7767], [0.4717, 0.0324, -1.8690], [0.2419, -0.9761, -2.5960], [-1.0268, -1.1877, -2.9710], [1.2149, -1.9860, -3.0202], [2.5348, -1.8954, -2.5756], [3.4484, -2.8723, -2.9131], [3.0544, -3.9443, -3.7036], [1.7444, -4.0409, -4.1489], [0.8222, -3.0694, -3.8065], [-2.9371, -1.3626, -0.4035], [-2.6539, -2.7137, -0.2136], [-1.7723, -3.5062, -1.1248], [-3.2185, -3.3509, 0.8872], [-4.0241, -2.6882, 1.7993], [-4.5433, -3.3702, 3.0206], [-4.3105, -1.3485, 1.5666], [-3.7668, -0.6736, 0.4893], [-4.0708, 0.7761, 0.2872], [-4.4061, 1.3903, -3.2322], [-3.8110, 2.6669, -2.7156], [-5.6138, 1.5008, -3.9065], [-8.0265, -0.4146, -5.3464], [-7.5170, 1.1349, -6.0112], [-8.2712, 1.0746, -4.4279], [-6.0366, -1.6843, -4.8755], [-3.7255, -2.6528, -4.8337], [-4.2724, -3.0470, -3.2149], [-2.7008, -2.2419, -3.4546], [2.8238, -1.0525, -1.9467], [4.4683, -2.8054, -2.5595], [3.7646, -4.7131, -3.9669], [1.4403, -4.8741, -4.7651], [-0.2001, -3.1490, -4.1394], [-2.3144, -3.7887, -2.0251], [-1.4510, -4.4196, -0.6305], [-0.8903, -2.9409, -1.4102], [-3.0113, -4.3991, 1.0418], [-3.9488, -4.2461, 3.2624], [-5.5751, -3.6873, 2.8760], [-4.5321, -2.6942, 3.8723], [-4.9557, -0.8193, 2.2512], [-4.5958, 1.1902, 1.1453], [-4.6954, 0.9215, -0.5954], [-3.1424, 1.3393, 0.1484], [-3.4689, 3.2729, -3.5582], [-2.9667, 2.4904, -2.0451], [-4.5689, 3.2379, -2.1821], [-6.0706, 2.4742, -4.0004]],
  "forces_ev_per_angstrom": [[-1.13, 0.08, -0.41], [0.21, 0.09, 0.12], [-0.40, -0.31, 0.28], [0.13, -0.40, -0.41], [0.35, 0.55, 0.00], [-0.22, -0.06, -0.11], [0.19, -0.05, -0.08], [0.57, 0.02, -0.79], [-0.20, -0.51, 0.63], [-0.12, 0.79, -0.27], [0.58, -0.21, 0.75], [0.17, -0.32, -0.09], [0.04, 0.11, -0.08], [-0.02, -0.07, 0.11], [0.04, 0.00, -0.05], [0.12, -0.07, 0.01], [-0.04, 0.19, 0.04], [-0.15, -0.06, 0.05], [-0.03, -0.04, -0.06], [-0.15, 0.08, -0.07], [-0.03, 0.15, 0.08], [0.06, -0.01, -0.04], [0.02, -0.05, -0.11], [-0.21, 0.06, 0.18], [0.01, 0.00, 0.09], [0.06, 0.13, 0.05], [0.05, -0.04, -0.01], [-0.08, 0.07, 0.05], [-0.06, -0.01, 0.10], [-0.03, -0.04, 0.01], [0.07, -0.05, -0.08], [-0.14, -0.13, -0.05], [0.21, -0.29, 0.22], [-0.55, 0.67, -0.59], [0.05, -0.17, 0.15], [0.07, -0.23, 0.14], [0.00, -0.17, 0.03], [0.00, -0.07, 0.03], [-0.02, -0.04, -0.03], [0.04, 0.08, 0.06], [0.00, 0.07, 0.11], [0.01, 0.07, 0.09], [-0.01, -0.02, 0.00], [0.11, -0.03, 0.03], [0.01, 0.19, -0.12], [0.45, 0.38, 0.32], [0.22, -0.10, 0.18], [-0.08, -0.60, 0.23], [0.25, -0.26, -0.03], [0.17, -0.09, 0.10], [0.23, 0.07, 0.02], [-0.15, 0.35, -0.60], [0.64, -0.39, 1.24], [-0.89, 0.40, -0.86], [-0.32, -0.05, -0.54], [-0.23, -0.04, 0.05], [-0.09, -0.16, 0.02], [0.02, 0.00, -0.08], [0.06, 0.15, 0.05], [-0.18, 0.18, -0.03], [-0.05, 0.03, 0.07], [-0.05, -0.01, -0.03], [-0.15, 0.06, 0.07], [-0.01, -0.07, -0.06], [0.10, 0.03, 0.09], [0.04, -0.12, 0.03], [-0.10, 0.01, -0.01], [0.05, 0.14, -0.06], [-0.18, 0.52, -0.30], [-0.86, -0.51, 0.55], [1.05, 0.38, -0.56], [-0.21, 0.31, -0.17], [-0.57, -0.65, 0.32], [-0.10, -0.09, -0.11], [0.60, -0.15, -0.06], [0.02, 0.04, 0.16], [0.07, 0.10, -0.14], [0.16, 0.05, -0.06], [-0.15, 0.02, -0.15], [0.26, 0.13, 0.24], [0.12, 0.11, 0.14], [-0.02, 0.02, 0.01], [-0.05, -0.13, 0.01], [0.26, -0.10, 0.00], [-1.49, -0.29, -0.99], [1.34, 0.85, 0.99], [0.57, 0.03, 0.11], [-0.37, 0.14, 0.05], [0.11, -0.37, -0.18], [-0.15, 0.17, 0.12], [0.09, 0.01, 0.04], [-0.07, -0.08, -0.04], [0.09, -0.05, -0.06], [0.03, 0.17, 0.10], [0.01, -0.06, 0.08], [0.03, 0.08, -0.17], [0.02, -0.14, 0.01], [-0.10, 0.14, 0.00], [0.13, 0.13, -0.12], [-0.14, -0.08, 0.04], [0.16, -0.13, -0.01], [-0.05, -0.04, -0.11], [-0.15, 0.08, 0.03], [-0.03, 0.14, -0.04], [0.09, -0.02, 0.12], [0.08, -0.28, 0.02], [-0.05, -0.07, -0.03], [-0.02, 0.04, -0.08], [-0.05, 0.00, 0.00], [-0.07, -0.15, -0.07], [0.10, -0.11, -0.02], [-0.02, -0.07, 0.10], [-0.09, -0.33, -0.11], [0.08, -0.20, -0.22], [0.05, -0.02, -0.01], [0.08, -0.05, -0.03], [0.01, -0.05, -0.02], [-0.11, 0.01, -0.05], [0.08, -0.03, -0.09], [0.02, -0.05, 0.00], [0.05, -0.14, -0.06], [0.11, -0.15, 0.01], [0.01, -0.12, 0.04], [-0.07, -0.07, 0.00], [0.00, 0.04, 0.09], [-0.08, 0.14, 0.11], [0.03, 0.08, -0.01], [-0.09, 0.08, 0.00], [-0.04, 0.30, 0.20], [0.06, 0.03, 0.11], [-0.15, 0.30, -0.07], [0.07, 0.10, 0.07], [-0.08, 0.18, 0.05]],
  "mulliken_spin": [3.02, 0.00, 0.00, 0.02, 0.01, 0.00, 0.05, 0.25, -0.01, -0.04, 0.31, -0.06, 0.00, 0.00, 0.00, 0.00, -0.01, 0.00, 0.00, 0.00, 0.00, 0.00, 0.00, 0.00, 0.00, 0.00, 0.00, 0.00, 0.00, 0.00, 0.00, 0.09, 0.04, 0.20, 0.01, 0.01, 0.01, 0.00, 0.00, 0.00, 0.00, 0.01, 0.01, 0.00, 0.03, 0.01, 0.00, 0.00, 0.01, 0.00, 0.01, 0.01, 0.16, 0.01, 0.03, 0.00, 0.00, 0.00, 0.00, 0.00, 0.00, 0.00, 0.01, 0.00, -0.01, 0.01, 0.00, 0.01, 0.00, 0.01, 0.02, 0.03, 0.14, 0.00, 0.00, 0.00, 0.00, 0.00, 0.00, 0.00, 0.00, 0.01, 0.00, 0.01, 0.02, 0.37, 0.04, 0.02, 0.01, 0.00, 0.02, 0.01, 0.00, 0.00, -0.01, 0.00, 0.00, 0.00, 0.00, 0.00, 0.00, -0.01, 0.02, -0.01, 0.00, 0.00, 0.00, 0.00, 0.00, 0.00, 0.00, 0.00, 0.00, 0.10, 0.00, 0.00, 0.00, 0.00, 0.00, 0.00, 0.01, 0.00, 0.00, 0.00, 0.00, 0.00, 0.00, 0.00, 0.00, 0.00, 0.00, 0.00, 0.00]
}